No. 1
Molecular formula: C4H8O3
Method: DFT, ωB97M-V/def2-TZVPD

## Properties
Highest occupied orbital energy, eV: -7.99
Max |F|, eV/Å: 0.32
Gap between HOMO and LUMO, hartree: 0.325
Energy above the lowest of the compared OMol25 structures with the same formula, charge and spin, kcal/mol: 59.3
Total charge: 0
Spin multiplicity: 1
SMILES string: CO/C=C(\O)OC

Last column: Löwdin charge in e.
Geometry (Å):
C -2.7044 0.2332 -0.1443  -0.099
O -1.7512 -0.7246 0.2853  -0.179
C -0.6496 -0.1079 0.8668  -0.111
C 0.5041 -0.1576 0.1923  -0.401
O 0.6329 -0.8367 -0.9699  0.089
O 1.6144 0.4611 0.6228  -0.046
C 2.8205 0.1879 -0.0775  -0.061
H -3.5266 -0.3091 -0.6173  0.088
H -2.2604 0.9349 -0.8635  0.094
H -3.0919 0.8069 0.7092  0.089
H -0.7700 0.3972 1.8182  0.128
H -0.2221 -1.2821 -1.0987  0.124
H 3.0562 -0.8812 -0.0592  0.097
H 2.7576 0.5281 -1.1163  0.094
H 3.5906 0.7498 0.4522  0.094

***

No. 2
Molecular formula: C4H8O3
Method: DFT, ωB97M-V/def2-TZVPD

## Properties
Highest occupied orbital energy, eV: -8.36
Max |F|, eV/Å: 0.95
Gap between HOMO and LUMO, hartree: 0.334
Energy above the lowest of the compared OMol25 structures with the same formula, charge and spin, kcal/mol: 66.7
Total charge: 0
Spin multiplicity: 1
SMILES string: CC(O)=C=O.CO

Last column: Löwdin charge in e.
Geometry (Å):
C 1.6422 -0.7843 0.7335  -0.042
C 1.5827 0.1601 -0.4275  -0.379
O 2.7236 0.8984 -0.7550  0.005
C 0.5276 0.3920 -1.1929  -0.112
O -0.3557 0.6501 -1.9217  0.154
H 0.6425 -1.1135 1.0280  0.064
H 2.1141 -0.2740 1.5819  0.086
H 2.2509 -1.6684 0.4979  0.080
H 3.2931 0.3386 -1.3006  0.104
C -2.6284 -0.1046 0.0044  -0.153
O -1.4190 -0.1696 0.7405  -0.140
H -2.5881 0.6518 -0.7902  0.072
H -3.4900 0.0945 0.6565  0.080
H -2.7615 -1.0839 -0.4609  0.086
H -1.2284 0.7130 1.0845  0.095

***

No. 3
Molecular formula: C4H8O3
Method: DFT, ωB97M-V/def2-TZVPD

## Properties
Highest occupied orbital energy, eV: -10.39
Max |F|, eV/Å: 0.86
Gap between HOMO and LUMO, hartree: 0.413
Energy above the lowest of the compared OMol25 structures with the same formula, charge and spin, kcal/mol: 30.3
Total charge: 0
Spin multiplicity: 1
SMILES string: COC(=O)CCO

Last column: Löwdin charge in e.
Geometry (Å):
C -2.8088 0.1783 -0.0521  -0.041
O -1.5251 0.2123 0.5795  -0.025
C -0.4996 -0.0514 -0.2372  -0.528
O -0.5619 -0.0305 -1.4468  0.093
C 0.7570 -0.5228 0.4268  -0.060
C 1.9669 0.1986 -0.2133  -0.237
O 2.8460 0.7438 0.7548  -0.066
H -3.1762 -0.8531 0.0038  0.099
H -3.4541 0.8572 0.5052  0.093
H -2.7334 0.4771 -1.0988  0.087
H 0.8199 -0.4508 1.5116  0.123
H 0.6200 -1.5916 0.2079  0.134
H 2.5030 -0.4374 -0.9198  0.122
H 1.5827 1.0379 -0.8010  0.117
H 3.6636 0.2323 0.7794  0.087

***

No. 4
Molecular formula: C4H8O3
Method: DFT, ωB97M-V/def2-TZVPD

## Properties
Highest occupied orbital energy, eV: -10.44
Max |F|, eV/Å: 0.52
Gap between HOMO and LUMO, hartree: 0.418
Energy above the lowest of the compared OMol25 structures with the same formula, charge and spin, kcal/mol: 22.6
Total charge: 0
Spin multiplicity: 1
SMILES string: C[C@@H](O)COC=O

Last column: Löwdin charge in e.
Geometry (Å):
C 1.5168 0.4381 -1.1900  -0.043
C 0.0964 0.0286 -0.8221  -0.417
O 0.0500 -1.3545 -0.5344  -0.034
C -0.5041 0.8610 0.3235  -0.120
O -1.6999 0.2117 0.7765  -0.016
C -1.5132 -0.7983 1.6296  -0.338
O -0.4858 -1.0620 2.2063  0.057
H 1.5942 1.4758 -1.5311  0.083
H 1.8565 -0.2197 -1.9953  0.084
H 2.1925 0.3015 -0.3363  0.087
H -0.5585 0.1511 -1.6918  0.149
H 0.5376 -1.5018 0.2899  0.089
H -0.8200 1.8459 -0.0307  0.136
H 0.1865 0.9846 1.1643  0.130
H -2.4490 -1.3620 1.7416  0.152